Entry 1:
# C32H32BrFN5O10PZr

A molecular structure, C32H32BrFN5O10PZr (ωB97M-V/def2-TZVPD, the Open Molecules 2025 dataset).

```
83
Properties=species:S:1:pos:R:3:forces:R:3:mulliken_charge:R:1
Zr 0.528883 0.368248 0.938508 1.23 -0.63 0.60 0.773
C -3.005547 -5.389194 -2.612362 1.59 -1.74 -0.82 -1.626
C -3.912406 -4.344034 -2.140631 -2.87 0.82 -0.57 0.442
C -4.831599 -4.033779 -3.340790 -1.25 -1.13 0.87 -1.148
C -5.798639 -2.875976 -3.085671 -0.38 -0.12 0.60 -1.028
C -5.063746 -1.706908 -2.476747 -0.08 1.30 -0.18 0.976
C -5.607287 -0.422892 -2.515701 -1.65 -0.32 -0.52 -0.662
C -5.043640 0.704197 -1.878804 0.68 -1.05 -1.03 -0.309
F -5.632528 1.902667 -1.970490 0.00 -0.28 0.05 -0.328
C -3.787049 0.565339 -1.333391 -0.10 -0.14 0.14 -0.621
C -3.207496 -0.701268 -1.245764 -0.65 -1.47 -0.50 0.127
C -2.013424 -0.905392 -0.442559 -0.44 -1.87 -0.81 1.509
O -1.513905 0.008695 0.198255 0.76 2.39 0.48 -0.281
C -1.522171 -2.223376 -0.313705 -0.09 -2.11 -0.21 -0.171
C -2.209272 -3.286763 -0.904322 0.38 1.59 0.62 -0.693
N -3.290384 -3.106201 -1.674076 1.16 -0.59 0.45 0.202
C -3.845183 -1.849603 -1.828826 0.51 0.75 0.58 0.001
C -0.510544 -2.640562 0.762749 -1.39 0.76 0.88 -0.071
O -0.489634 -3.800631 1.117589 0.40 -0.79 -0.50 -0.761
O 0.067494 -1.700057 1.437638 0.31 0.50 -0.88 -0.378
H -3.581468 -6.156182 -3.169421 0.27 0.53 0.23 0.421
H -2.469022 -5.969352 -1.865688 0.06 0.20 0.30 0.504
H -2.250446 -4.970301 -3.295607 -0.23 -0.13 0.10 0.386
H -4.569167 -4.710768 -1.337905 0.20 0.01 0.00 0.108
H -5.320453 -5.025633 -3.637527 0.28 1.56 0.49 0.345
H -4.234365 -3.759692 -4.175228 0.80 0.26 -0.81 0.428
H -6.638220 -3.090252 -2.348204 0.80 -0.19 -1.19 0.289
H -6.181479 -2.572612 -4.068757 -0.40 0.00 0.44 0.473
H -6.581964 -0.391408 -3.083859 1.07 0.57 0.84 0.391
H -3.175918 1.366318 -0.956458 -0.32 0.38 0.18 0.678
H -1.970691 -4.318831 -0.670700 0.36 0.34 -0.03 0.768
N 1.228516 -0.154984 3.309906 1.23 0.55 -1.07 -0.169
C 0.595854 0.752875 4.214692 -0.76 0.28 1.44 -0.479
C -0.671966 1.335648 3.611239 -1.14 1.91 0.58 0.580
O -1.535596 1.936047 4.256768 1.51 -1.25 -0.65 -0.735
O -0.696398 1.250239 2.309426 -0.25 -0.11 -0.01 -0.181
H 0.900007 -1.107013 3.373708 0.14 -0.19 0.10 0.317
H 2.255887 -0.095404 3.347897 -0.83 -0.33 -0.17 0.167
H 1.239795 1.570655 4.575389 -0.06 -0.17 -0.64 0.208
H 0.296067 0.279092 5.140686 -0.14 -0.29 0.32 0.432
N -4.198437 5.290145 0.568659 0.54 -0.36 -0.03 -0.525
C -3.189104 4.789762 0.321832 0.59 -0.05 -0.34 -0.134
C -1.891812 4.243423 -0.118232 -0.60 0.64 -0.04 -0.169
C -1.049530 5.005255 -0.950961 1.22 -1.11 -0.01 -0.344
C 0.101035 4.395628 -1.461496 -0.86 -0.39 -0.79 -1.273
C 0.383660 3.053096 -1.112032 0.48 1.83 -0.31 -0.150
N -0.325487 2.416937 -0.223573 -1.77 -0.38 0.91 1.023
C -1.500814 2.964910 0.206307 0.53 -1.01 0.19 -0.884
H -1.230279 6.025723 -1.198910 -0.47 0.49 -0.11 0.548
H 0.645761 4.863197 -2.300263 -0.06 -0.14 0.91 0.404
H 1.241105 2.536466 -1.498340 0.40 -0.10 -0.16 0.469
H -2.109565 2.280012 0.808005 0.29 0.61 -0.03 1.154
Br 6.377546 2.713769 0.426240 0.04 -0.53 -0.70 -0.188
C 5.256651 3.211630 1.866917 1.93 0.29 -0.89 0.494
C 6.044644 3.812217 2.849750 -1.99 -0.02 0.15 -0.943
C 5.400026 4.298707 3.952500 0.22 -0.20 1.04 -0.339
C 4.026770 4.222301 4.019169 -1.12 -0.02 0.98 -0.755
C 3.294290 3.625218 3.020278 -1.12 -1.16 0.01 -0.196
C 3.901321 3.039270 1.885358 0.07 0.86 1.35 -0.091
C 3.150158 2.301445 0.847815 -2.45 -0.48 -0.11 0.577
O 3.497385 2.202597 -0.308216 0.37 0.12 0.09 -0.620
O 1.978944 1.837153 1.287478 0.94 0.55 -0.08 0.009
H 7.076572 3.875984 2.707724 1.38 0.00 -0.03 0.504
H 5.912124 4.564370 4.870026 0.32 0.46 -0.32 0.351
H 3.498732 4.505203 4.954325 0.44 -0.01 -0.83 0.330
H 2.227977 3.426185 3.227674 0.56 0.34 -0.53 0.416
C 4.066288 -0.603240 -1.389401 -0.55 -2.21 0.22 -1.062
P 3.351640 -1.521067 -0.014088 0.54 -1.11 -0.13 1.094
C 4.827485 -2.270948 0.784494 0.42 -0.60 -0.72 -1.460
C 2.391402 -2.946424 -0.609079 0.67 -0.34 -1.00 -1.147
O 2.567845 -0.770032 1.029776 -0.31 0.54 -0.01 -0.394
H 5.004484 -1.135865 -1.510297 0.18 0.05 -0.66 0.498
H 4.253090 0.352220 -1.037598 0.39 2.05 0.51 0.200
H 3.425689 -0.574408 -2.263221 0.16 -0.03 -0.09 0.305
H 5.194486 -3.187406 0.234309 -0.39 1.13 0.26 0.395
H 4.606307 -2.621200 1.778637 -0.34 0.02 0.45 0.384
H 5.651297 -1.544595 0.862811 -0.31 -0.17 -0.12 0.363
H 3.000584 -3.691534 -1.165084 0.14 0.61 0.35 0.555
H 1.641272 -2.638656 -1.381711 0.05 -0.19 1.28 0.141
H 2.081221 -3.475066 0.304527 -0.71 0.31 -0.48 0.280
O 1.522312 0.458992 -3.075170 0.21 0.29 -1.02 -0.455
N 0.823785 -0.146759 -2.319496 -0.62 -0.34 -0.80 -0.078
O 1.120246 0.084434 -1.098701 -0.12 -0.07 1.92 -0.168
```
Forces are in eV/Å.

Gap between HOMO and LUMO = 0.310 Ha
HOMO = -8.9 eV

---

Entry 2:
# C19H22IrN5SSb

A molecular structure, C19H22IrN5SSb (ωB97M-V/def2-TZVPD, the Open Molecules 2025 dataset).

```
49
Properties=species:S:1:pos:R:3:forces:R:3:mulliken_spin:R:1
Ir 0.300674 0.013237 0.227250 0.07 0.28 -0.32 2.474
C -0.621018 -1.442152 3.309945 0.00 0.00 -0.02 0.064
C -1.811501 -0.990230 2.586239 0.05 0.04 -0.05 0.240
C -3.108677 -1.174595 3.191880 -0.05 -0.01 0.05 0.186
C -4.252505 -0.765949 2.549758 0.04 -0.01 0.02 0.001
C -4.081212 -0.179992 1.310546 0.00 0.04 -0.11 0.195
C -2.761634 -0.002524 0.725374 -0.06 -0.04 0.13 0.277
N -1.669996 -0.404687 1.365754 0.05 -0.02 0.04 0.018
Sb -2.738507 0.951262 -1.275367 -0.11 0.02 -0.03 0.030
C -1.246826 2.409684 -0.789851 0.12 0.07 0.11 -0.013
C -1.605573 3.693010 -1.144679 -0.04 0.04 -0.02 0.017
C -0.717617 4.741191 -0.909722 -0.02 -0.06 0.01 0.001
C 0.490938 4.447615 -0.324741 0.03 -0.02 0.02 0.008
C 0.814555 3.132936 0.017111 0.01 0.06 -0.03 -0.021
C 2.140115 2.844972 0.644944 -0.01 0.00 0.05 0.040
N -0.052014 2.127992 -0.214260 -0.04 0.11 -0.05 0.098
C -1.500577 -0.566706 -2.141179 0.13 -0.08 0.02 -0.014
C -2.004615 -1.097272 -3.310648 -0.07 0.02 -0.02 0.016
C -1.300051 -2.103046 -3.966761 0.02 0.00 0.04 -0.002
C -0.122104 -2.540058 -3.407147 0.00 0.03 -0.01 0.006
C 0.350516 -1.972300 -2.223794 0.01 -0.07 -0.03 -0.008
C 1.627718 -2.455172 -1.624562 0.04 -0.01 0.07 0.038
N -0.328670 -0.988836 -1.605762 -0.13 -0.20 -0.01 0.111
H -0.862647 -1.938978 4.244594 -0.01 0.00 0.00 -0.001
H 0.026975 -0.580927 3.516563 -0.01 0.02 0.02 0.037
H -0.027659 -2.102942 2.669479 0.00 0.00 0.00 0.021
H -3.139561 -1.645375 4.166489 -0.03 0.00 0.00 0.002
H -5.232845 -0.897258 2.988944 0.00 0.00 0.00 0.008
H -4.935441 0.164831 0.738801 -0.02 -0.01 0.03 0.004
H -2.566058 3.887224 -1.605481 0.00 0.00 0.01 0.000
H -0.973529 5.756984 -1.180494 -0.01 0.00 0.00 0.000
H 1.210566 5.228767 -0.123442 0.00 0.00 0.00 0.001
H 2.736084 3.752252 0.697642 0.02 -0.01 -0.01 0.001
H 2.692407 2.109299 0.060582 -0.02 0.03 -0.01 -0.013
H 2.025618 2.455435 1.656415 -0.01 -0.01 0.00 -0.007
H -2.942268 -0.736943 -3.715049 0.00 0.00 0.00 0.000
H -1.673988 -2.534602 -4.885790 0.00 0.01 0.00 0.000
H 0.452548 -3.326582 -3.875740 0.01 0.00 0.01 0.001
H 2.064569 -3.240402 -2.236125 0.00 -0.01 0.01 0.003
H 1.464902 -2.851608 -0.619409 -0.02 0.02 -0.01 -0.009
H 2.341868 -1.636221 -1.563194 0.05 0.03 -0.01 -0.023
N 4.169298 -2.114290 1.424434 -0.07 0.03 -0.04 0.020
C 3.567013 -1.082026 0.867777 0.25 0.17 0.04 0.024
N 4.127847 -0.461789 -0.157126 -0.14 0.02 -0.05 0.007
S 2.092419 -0.530856 1.629916 -0.08 -0.42 0.13 0.168
H 5.097692 -2.410482 1.153251 0.01 0.00 0.02 0.000
H 3.740096 -2.581800 2.207699 0.02 -0.02 0.00 0.001
H 5.017777 -0.749866 -0.541176 0.00 0.00 0.00 -0.001
H 3.724896 0.389776 -0.509885 0.06 -0.03 0.01 -0.004
```
Forces are in eV/Å.

Net charge = +3
Multiplicity = 5
Gap between HOMO and LUMO (spin up / spin down) = 0.279 / 0.161 Ha
HOMO (spin up / spin down) = -17.1 / -17.8 eV

---

Entry 3:
# C49H68Ge2NNaO2PSb2

A molecular structure, C49H68Ge2NNaO2PSb2 (ωB97M-V/def2-TZVPD, the Open Molecules 2025 dataset).

```
126
Properties=species:S:1:pos:R:3:forces:R:3:mulliken_charge:R:1
Na 0.928965 0.630415 0.950897 -0.76 0.41 -0.70 2.045
C 0.900508 -2.876859 0.488447 -0.02 -0.03 0.08 -0.430
C -0.279746 -3.260287 1.386835 0.00 0.01 0.02 -0.536
C -1.451723 -2.282675 1.317423 0.03 -0.02 -0.06 -0.562
Sb -2.225370 -1.923862 -0.674361 -0.22 0.08 0.02 0.353
C -3.027223 -3.876165 -1.000117 0.05 0.02 -0.02 0.795
C -3.190784 -4.308061 -2.314036 -0.03 0.00 0.03 -0.697
C -3.723638 -5.560167 -2.585098 0.01 0.00 0.00 -0.623
C -4.089038 -6.398289 -1.541286 0.00 0.00 0.00 -0.460
C -3.922389 -5.980905 -0.228974 0.00 0.00 0.01 -0.784
C -3.393285 -4.725207 0.039196 0.01 0.01 -0.01 -0.111
C -4.059369 -1.001482 -0.046291 0.07 0.01 0.03 0.636
C -4.571898 0.032733 -0.825945 0.08 0.01 -0.02 -0.564
C -5.779537 0.638752 -0.504258 0.01 0.05 0.01 -0.363
C -6.484414 0.222274 0.614519 0.00 -0.01 0.02 -0.570
C -5.984171 -0.807199 1.400989 0.01 -0.01 0.01 -0.682
C -4.782370 -1.417208 1.069009 -0.02 0.01 0.01 -0.383
Sb 0.724651 -3.679638 -1.527787 0.21 -0.08 -0.05 0.996
C 2.246528 -5.167425 -1.247424 -0.04 0.06 0.07 0.272
C 3.050354 -5.576968 -2.309216 -0.03 0.00 -0.02 -0.483
C 3.998469 -6.575920 -2.136128 0.00 -0.01 -0.01 -0.600
C 4.146110 -7.189252 -0.899960 0.00 0.00 0.00 -0.480
C 3.337248 -6.805445 0.159426 -0.01 0.00 0.00 -0.756
C 2.392433 -5.802196 -0.015567 0.03 0.00 -0.02 -0.229
C 1.963940 -2.226640 -2.508565 -0.01 0.00 0.05 -0.043
C 3.356625 -2.261256 -2.501717 0.00 -0.01 -0.01 0.060
C 4.089438 -1.325776 -3.222033 0.02 0.03 0.03 -0.843
C 3.440990 -0.324487 -3.933082 0.02 0.01 0.01 -0.656
C 2.054663 -0.270943 -3.934622 0.00 -0.01 0.00 -0.742
C 1.324045 -1.224997 -3.238639 -0.02 0.04 0.05 -0.604
H 1.842796 -3.254927 0.886035 -0.01 -0.06 -0.02 0.338
H 1.016301 -1.791868 0.436606 -0.02 0.00 -0.13 -0.445
H 0.064497 -3.325562 2.425962 -0.03 0.02 0.00 0.283
H -0.644828 -4.260767 1.130093 0.05 -0.02 0.03 0.382
H -1.146656 -1.301777 1.695681 0.00 0.00 0.06 -0.052
H -2.273168 -2.628381 1.947011 -0.02 0.04 0.00 0.545
H -2.897445 -3.665783 -3.137461 0.01 -0.01 -0.01 0.319
H -3.848184 -5.883657 -3.610374 0.00 0.00 0.00 0.404
H -4.500438 -7.377077 -1.750042 0.00 0.00 0.00 0.399
H -4.206112 -6.633005 0.587285 0.01 0.00 0.00 0.412
H -3.266870 -4.418953 1.071564 -0.02 0.00 0.01 0.210
H -4.025673 0.365964 -1.703341 -0.02 0.00 0.00 0.254
H -6.169780 1.433936 -1.127508 0.00 0.00 0.00 0.476
H -7.425392 0.691177 0.870884 0.00 0.00 -0.01 0.403
H -6.538312 -1.144363 2.267904 0.00 0.00 0.00 0.430
H -4.425651 -2.235978 1.683357 0.00 0.00 0.00 0.220
H 2.944869 -5.111432 -3.283186 0.01 -0.01 -0.01 0.442
H 4.618750 -6.880169 -2.969470 0.00 0.00 0.00 0.397
H 4.882835 -7.970405 -0.766076 0.00 0.00 0.00 0.400
H 3.436392 -7.291613 1.121747 0.00 0.00 0.00 0.408
H 1.762375 -5.526150 0.823479 0.00 0.00 0.01 0.313
H 3.876595 -3.040062 -1.954355 0.00 0.01 -0.02 0.592
H 5.171333 -1.386456 -3.241731 0.01 0.00 0.01 0.470
H 4.013352 0.399893 -4.498621 0.00 0.01 0.00 0.424
H 1.541610 0.496949 -4.500045 0.00 -0.02 0.00 0.621
H 0.239808 -1.186492 -3.269218 0.00 -0.01 -0.01 0.384
C 2.447841 3.444625 -3.395492 0.00 0.01 0.03 -1.087
C 3.003538 3.301257 -1.980779 -0.11 -0.13 -0.02 0.143
Ge 1.670360 3.514877 -0.552706 0.00 0.21 0.12 0.657
C 2.650261 3.576460 1.164884 -0.11 -0.10 0.02 -0.401
C 1.744743 3.744017 2.384285 0.02 0.02 -0.02 -1.085
C 0.636274 5.173870 -0.715953 0.02 -0.01 -0.02 0.032
C -0.674245 4.867458 -0.665220 -0.09 -0.05 0.01 -0.602
Ge -0.743914 2.888743 -0.650470 0.17 0.15 -0.07 -0.453
C -1.214694 2.127988 -2.412371 -0.04 -0.03 0.10 0.385
C -2.450362 2.696969 -3.107591 -0.01 -0.04 0.00 -1.637
C -1.664508 2.096218 0.929457 0.12 0.05 -0.13 1.303
C -2.833885 2.927771 1.459405 -0.03 -0.09 0.02 -1.598
C -1.800523 5.826155 -0.668470 0.01 0.03 0.00 0.594
C -3.101818 5.388411 -0.904505 0.03 -0.02 -0.01 0.792
C -4.168362 6.274112 -0.922467 -0.01 0.02 0.00 -1.261
C -3.949810 7.623432 -0.691741 -0.01 -0.01 0.00 -0.485
C -2.660398 8.076202 -0.442229 0.01 0.01 0.00 -0.799
C -1.599130 7.187868 -0.429265 0.01 -0.01 0.01 -0.648
H 3.247106 3.468275 -4.138397 0.00 0.00 -0.01 0.407
H 1.867670 4.362705 -3.505517 0.00 0.00 -0.01 0.396
H 1.793547 2.607927 -3.644663 0.01 0.04 0.01 -0.077
H 3.754249 4.071364 -1.780920 0.02 -0.01 0.00 0.495
H 3.497882 2.335111 -1.857677 0.01 0.01 -0.01 -0.505
H 3.325947 4.431374 1.078201 0.02 -0.01 0.00 0.704
H 3.275116 2.686456 1.260959 0.01 0.01 0.01 0.089
H 1.084759 4.606527 2.271755 -0.01 0.00 0.00 0.341
H 2.322115 3.887280 3.301288 0.00 0.00 0.00 0.483
H 1.108158 2.866868 2.531585 -0.01 0.00 0.02 -0.036
H 0.993672 6.198947 -0.804672 -0.01 0.00 -0.01 0.359
H -1.290833 1.041066 -2.310685 0.01 -0.01 0.01 -0.059
H -0.329926 2.322375 -3.021266 -0.01 -0.02 -0.04 0.032
H -3.373764 2.421712 -2.592971 0.01 0.04 0.03 0.252
H -2.523521 2.317736 -4.128403 -0.02 -0.01 0.00 0.422
H -2.412961 3.784968 -3.163764 0.01 0.00 -0.03 0.451
H -0.921522 2.011157 1.726916 0.00 -0.04 0.04 -0.305
H -1.998665 1.084318 0.682755 -0.04 -0.07 -0.01 -0.677
H -2.528360 3.953860 1.668361 -0.02 0.00 0.00 0.445
H -3.229170 2.493319 2.381114 0.00 0.02 0.00 0.432
H -3.658073 2.964959 0.749099 -0.03 -0.01 -0.03 0.251
H -3.280489 4.335254 -1.084833 -0.02 0.01 0.00 0.497
H -5.169379 5.910692 -1.115985 0.00 0.00 0.00 0.434
H -4.778970 8.318327 -0.700411 0.00 0.01 0.00 0.402
H -2.483400 9.127117 -0.253939 0.00 0.00 0.00 0.401
H -0.601681 7.552801 -0.220893 0.00 0.01 0.00 0.360
C -0.217733 -1.246111 5.020075 0.00 0.03 -0.02 -1.118
P 0.446701 0.289790 4.368819 -0.05 -0.01 -0.02 1.313
C -0.710439 1.583591 4.831197 0.02 -0.02 0.01 -1.119
C 1.963282 0.622246 5.271983 -0.04 0.00 -0.01 -1.209
O 0.668874 0.225189 2.884067 -0.10 -0.23 1.04 -1.319
H -0.321671 -1.196025 6.104000 -0.01 -0.02 0.00 0.476
H 0.451312 -2.065894 4.757724 0.00 0.00 0.01 0.299
H -1.194150 -1.432093 4.571533 0.00 -0.01 -0.01 0.288
H -0.935041 1.536326 5.897071 -0.01 0.02 0.00 0.517
H -1.633471 1.460781 4.263263 0.00 -0.01 0.00 0.161
H -0.279163 2.557898 4.599125 -0.01 0.01 -0.01 0.319
H 1.763661 0.709590 6.340220 0.02 0.00 0.01 0.430
H 2.393438 1.555693 4.907999 0.00 0.00 0.00 0.286
H 2.674527 -0.186397 5.103989 0.00 0.00 0.00 0.309
C 4.141669 -1.566264 1.761726 0.00 0.00 0.01 -0.688
N 4.642438 -0.887828 0.581225 0.01 0.03 0.01 0.354
C 5.989770 -1.219460 0.156863 0.00 -0.03 -0.01 -0.963
C 3.904807 -0.004928 -0.088040 -0.03 -0.03 -0.04 -0.344
O 2.755284 0.326356 0.204547 0.94 -0.20 -0.36 -0.517
H 4.786183 -1.345287 2.614938 0.00 0.00 0.00 0.439
H 4.139462 -2.645644 1.597015 -0.01 0.00 0.00 0.350
H 3.130504 -1.229233 1.973305 0.00 0.00 0.00 -0.134
H 6.712005 -0.940866 0.925703 0.00 -0.01 0.00 0.349
H 6.228114 -0.686985 -0.760798 0.00 0.01 -0.01 0.300
H 6.070408 -2.292092 -0.027609 0.00 0.00 -0.01 0.349
H 4.415394 0.430832 -0.953562 0.01 -0.01 -0.02 0.038
```
Forces are in eV/Å.

Net charge = +1
Gap between HOMO and LUMO = 0.300 Ha
HOMO = -10.1 eV

---

Calculated energy, -5327.34976 -1752.70913 -7251.01060 Ha (same order as the records).
Calculated strongest force on any atom, 3.04 0.44 1.11 eV/A (same order as the records).